[1]
ORCA calculation (wB97M-V/def2-TZVPD) on C28H51BeF2IKLiN3O16P2S as an isolated structure in a non-equilibrium geometry.

Results
Kohn-Sham gap: 4.92 eV
total energy: -126968.0427 eV
HOMO energy: -0.21012 hartree
charge: -1
lowest unoccupied orbital energy: -0.8 eV

CARTESIAN COORDINATES (ANGSTROEM)
1 C 8.048 -4.436 7.054
2 F -5.776 6.037 -2.564
3 H -0.815 2.477 -2.484
4 H -4.962 5.126 -4.094
5 C 2.884 -2.415 2.643
6 H 3.455 -3.895 1.130
7 H -2.709 -2.206 1.709
8 C -7.704 10.850 -1.937
9 H -3.466 -5.653 -1.108
10 H 3.945 -2.268 2.837
11 C -1.094 -0.585 3.974
12 I -0.420 -5.058 -4.399
13 O 0.727 -3.619 -1.753
14 O -1.265 0.601 4.603
15 H -1.584 -2.567 -3.568
16 H -2.966 1.310 -2.631
17 H -2.564 1.146 6.131
18 N -0.610 -1.494 -1.680
19 C -7.278 11.025 -3.242
20 C -1.702 -0.983 -1.786
21 H -3.464 -6.625 0.366
22 H 2.431 -2.931 3.490
23 H -3.821 4.378 -5.247
24 H 0.307 7.110 -1.733
25 H -7.486 11.948 -3.769
26 H 0.306 8.211 -3.103
27 H 0.424 -2.418 -3.570
28 H -1.297 -2.262 0.673
29 N -1.871 -5.221 0.243
30 H -4.763 5.778 -5.747
31 C -4.242 5.327 -4.900
32 Li -0.571 -7.084 0.263
33 H 2.020 6.918 -4.244
34 O -0.193 -0.847 3.248
35 O 6.901 -4.692 4.990
36 C -2.892 2.311 -3.037
37 O -1.324 3.997 -3.823
38 H 2.397 -1.446 2.527
39 H 2.581 7.195 -2.590
40 H -3.914 -1.116 5.231
41 C -2.247 -2.759 0.897
42 H 1.192 -4.295 2.325
43 O -1.760 -4.514 2.409
44 O -2.756 -0.481 -1.630
45 C 8.497 -6.396 5.458
46 C -6.581 9.987 -3.848
47 O -2.094 -1.450 4.283
48 C -3.276 -5.628 -0.037
49 C -1.186 -4.867 -1.001
50 H 0.691 -5.826 0.748
51 O 10.741 -6.020 3.492
52 Be 4.390 -2.461 5.099
53 H 0.642 -5.577 -1.626
54 P -1.380 5.200 -2.708
55 H 1.914 5.628 -3.070
56 H 7.841 -5.100 7.895
57 H -8.249 11.636 -1.423
58 H -3.261 1.101 4.500
59 H -2.326 6.298 -5.093
60 N -7.487 9.740 -1.228
61 P -0.532 -3.059 -2.754
62 O -0.556 6.415 -3.490
63 H -1.091 2.003 -4.167
64 C 2.675 -3.152 1.305
65 O -2.734 5.875 -3.056
66 C 1.128 -4.944 0.294
67 C -6.342 8.828 -3.131
68 H 3.193 -1.189 0.470
69 F 8.728 -6.837 0.731
70 H -2.844 -2.652 -0.006
71 K 1.082 3.460 -3.213
72 H 8.181 -6.799 4.500
73 H 3.078 -2.466 -0.762
74 C 0.345 -4.717 -0.989
75 H -5.810 7.980 -3.544
76 O 10.755 -8.385 3.100
77 H 2.141 -5.191 -0.032
78 C -1.931 -4.180 1.265
79 H 1.641 -1.784 -0.048
80 C 1.818 6.703 -3.193
81 H -6.647 7.850 -1.253
82 O -1.733 -3.891 -1.833
83 O 9.006 -7.010 2.088
84 H 0.543 -3.033 1.248
85 H 8.297 -7.137 6.237
86 H -2.501 -1.266 6.294
87 O -0.224 4.762 -1.844
88 O 11.374 -6.863 1.312
89 C -6.817 8.751 -1.828
90 C -2.861 -0.870 5.343
91 H 9.565 -6.187 5.408
92 H -3.562 7.259 -4.297
93 C -1.457 2.653 -3.364
94 C 0.443 7.169 -2.813
95 H -6.230 10.085 -4.870
96 H -3.309 3.016 -2.313
97 H 7.431 -3.543 7.145
98 C -2.571 0.608 5.187
99 H -1.337 -5.797 -1.591
100 C 2.662 -2.096 0.174
101 C -3.167 6.252 -4.406
102 H 9.100 -4.146 7.074
103 C 1.279 -3.826 1.342
104 C 7.733 -5.137 5.751
105 S 10.589 -7.073 2.504
106 H -3.509 2.370 -3.933
107 H -4.001 -4.951 0.416

[2]
ORCA calculation (wB97M-V/def2-TZVPD) on C17H33GaNO4S as an isolated structure in a non-equilibrium geometry.

Results
Kohn-Sham gap: 6.20 eV
total energy: -91052.2606 eV
HOMO energy: -0.14658 hartree
charge: -1
lowest unoccupied orbital energy: 2.2 eV

CARTESIAN COORDINATES (ANGSTROEM)
1 C -2.440 3.979 1.116
2 O -5.345 3.144 0.828
3 H 0.253 0.680 -2.192
4 H 2.326 1.064 -0.611
5 H -0.315 -3.100 -0.388
6 H -0.264 -1.319 -0.371
7 N 2.666 -4.960 -1.280
8 H -2.160 -0.014 4.549
9 H 0.065 -0.313 3.983
10 H -1.550 -2.170 0.597
11 H 1.329 -6.496 -1.769
12 C -0.940 -2.195 -0.327
13 H -1.894 4.636 1.818
14 S -2.460 -0.341 -1.775
15 C -2.047 -0.242 3.473
16 C 3.687 3.551 1.127
17 O -3.690 4.681 0.777
18 C 0.474 1.669 -1.731
19 C 1.345 -5.560 -1.213
20 H -2.665 3.014 1.614
21 H 2.507 1.259 -2.356
22 H 3.859 3.849 2.151
23 H -4.553 3.742 -0.919
24 H 1.836 3.953 -1.468
25 H 1.083 -5.749 -0.171
26 O 2.046 -3.174 -0.008
27 H 0.773 2.769 1.884
28 H -2.885 -2.670 -1.328
29 H 1.258 1.086 1.627
30 C 2.597 3.162 -1.338
31 C -2.312 0.542 -0.143
32 C -1.957 -2.091 -1.523
33 H 3.392 3.338 -2.092
34 H 4.638 -5.068 -1.981
35 H 0.611 -4.871 -1.635
36 H 3.879 -6.626 -1.593
37 H -1.486 -2.537 -2.424
38 H -0.653 4.445 -0.130
39 H -2.379 -0.180 0.692
40 C -1.519 3.756 -0.123
41 H -2.095 3.780 -1.070
42 H -0.217 -0.545 2.224
43 C 0.361 1.746 1.712
44 Ga -0.706 1.833 -0.045
45 C -4.575 3.816 0.193
46 H -2.342 -1.278 3.218
47 C 3.709 -5.636 -2.022
48 H 3.403 -5.743 -3.066
49 O -0.419 1.430 2.896
50 C 2.880 -3.783 -0.643
51 C 2.012 1.708 -1.458
52 C 3.221 3.337 0.031
53 C -0.539 0.041 3.112
54 H -3.250 1.142 -0.087
55 H 0.185 2.439 -2.479
56 H -2.649 0.482 2.891
57 H 3.914 -3.412 -0.756

[3]
ORCA calculation (wB97M-V/def2-TZVPD) on one molecule with the formula C4H13N2P in a non-equilibrium geometry.

Results
Kohn-Sham gap (spin up / spin down): 2.87 / 5.30 eV
total energy: -16620.5461 eV
HOMO energy (spin up / spin down): -0.08488 / -0.30246 hartree
⟨S²⟩: 2.008
multiplicity: 3
charge: 0
lowest unoccupied orbital energy (spin up / spin down): 0.6 / -2.9 eV

CARTESIAN COORDINATES (ANGSTROEM)
1 H 0.397 2.160 -0.815
2 N -0.840 -0.266 0.031
3 H -1.417 -2.046 0.426
4 C 1.377 1.562 -0.961
5 H -2.694 0.425 0.765
6 H 1.520 1.552 -2.004
7 H -0.772 -1.875 -1.215
8 C -1.422 -1.456 -0.497
9 H 2.039 -1.192 1.625
10 H 2.187 1.888 -0.324
11 H 1.762 0.652 1.948
12 C 1.371 -0.306 1.527
13 C -1.735 0.839 0.555
14 H 1.052 -1.487 -1.969
15 H -1.259 1.372 1.286
16 H -2.047 1.572 -0.252
17 P 0.881 -0.158 -0.185
18 N 1.516 -1.345 -1.060
19 H -2.380 -1.365 -1.011
20 H 0.463 -0.526 2.128

[4]
ORCA calculation (wB97M-V/def2-TZVPD) on a 4-piece molecular cluster, C4H8Cl8 overall in a non-equilibrium geometry.

Results
Kohn-Sham gap (spin up / spin down): 2.28 / 10.19 eV
total energy: -104456.2994 eV
HOMO energy (spin up / spin down): 0.01011 / -0.28177 hartree
⟨S²⟩: 0.750
multiplicity: 2
charge: -1
lowest unoccupied orbital energy (spin up / spin down): 2.6 / 2.5 eV

CARTESIAN COORDINATES (ANGSTROEM)
1 Cl -0.005 -0.504 -1.031
2 Cl 2.476 5.882 -0.066
3 Cl 2.530 -1.018 0.364
4 Cl -4.408 -0.612 -0.969
5 H 2.414 3.566 -0.614
6 H 2.039 0.759 -1.116
7 Cl -0.112 -4.549 2.630
8 C 1.780 -0.300 -1.090
9 H -2.405 -0.679 0.304
10 Cl -0.656 -1.730 2.105
11 C -0.210 -3.295 1.402
12 C -3.429 -1.020 0.460
13 H 2.060 -0.889 -1.962
14 C 1.914 4.453 -1.002
15 Cl -4.010 -0.164 1.871
16 H 0.831 4.462 -0.877
17 H -0.695 -3.662 0.498
18 H 0.820 -3.148 1.078
19 Cl 2.432 4.523 -2.715
20 H -3.367 -2.074 0.730

[5]
ORCA calculation (wB97M-V/def2-TZVPD) on C15H13GaI2LaNO7S2 as an isolated structure in a non-equilibrium geometry.

Results
Kohn-Sham gap (spin up / spin down): 3.11 / 3.11 eV
total energy: -122648.1562 eV
HOMO energy (spin up / spin down): -0.72598 / -0.72598 hartree
charge: +4
lowest unoccupied orbital energy (spin up / spin down): -16.6 / -16.6 eV

CARTESIAN COORDINATES (ANGSTROEM)
1 C -0.944 -0.581 6.796
2 O -1.733 -3.629 -2.051
3 H -1.526 -1.201 3.433
4 C -1.129 -2.918 -1.360
5 C 0.771 0.310 5.383
6 C 0.054 -0.090 -3.404
7 H 0.124 -1.311 -5.212
8 La 1.420 1.660 0.589
9 H -1.401 -0.775 7.771
10 O 3.369 0.633 5.456
11 C -1.033 2.958 -1.343
12 N 1.896 0.995 3.237
13 H 1.621 -1.360 -4.243
14 O 1.978 2.672 5.239
15 H -1.803 -0.939 -2.660
16 C 0.169 -0.257 4.280
17 C 0.520 -1.323 -4.176
18 O -0.792 -3.429 2.255
19 C -0.416 -2.841 1.322
20 H 0.204 2.084 -3.456
21 H 0.161 -2.256 -3.713
22 S 2.172 1.279 4.980
23 H -2.532 -1.598 5.727
24 O -1.134 3.806 2.671
25 I 4.060 -1.635 -0.590
26 I 4.021 1.809 -0.591
27 C 0.903 0.148 3.051
28 C -1.453 -0.052 -3.208
29 C -1.600 -1.067 5.654
30 C 0.577 1.208 -4.013
31 S 0.840 -0.221 -1.498
32 H 0.745 0.531 7.537
33 C -0.643 3.172 1.851
34 C -1.076 -0.893 4.378
35 H 0.208 1.303 -5.053
36 O 0.636 -0.107 1.779
37 H 1.679 1.235 -4.036
38 C 0.246 0.133 6.668
39 H -1.735 0.855 -2.653
40 Ga 0.166 -1.889 -0.126
41 H -1.944 -0.025 -4.197
42 O -1.726 3.599 -1.985

[6]
ORCA calculation (wB97M-V/def2-TZVPD) on C20H25N9O3Y as an isolated structure in a non-equilibrium geometry.

Results
Kohn-Sham gap: 8.95 eV
total energy: -41740.4117 eV
HOMO energy: -0.42589 hartree
charge: +1
lowest unoccupied orbital energy: -2.6 eV

CARTESIAN COORDINATES (ANGSTROEM)
1 H 4.965 4.410 4.299
2 C -4.884 0.341 0.151
3 C 0.892 -0.572 0.445
4 N 3.307 3.708 0.674
5 C 2.212 -0.270 0.441
6 C 4.619 2.218 1.709
7 H 0.852 -5.252 -1.374
8 N 3.643 4.245 1.770
9 H -2.381 -0.637 2.164
10 N 0.199 0.378 -0.292
11 O -5.975 0.852 0.300
12 C 5.390 1.141 2.139
13 H 6.322 2.487 5.114
14 H 1.240 3.354 -0.986
15 H -4.257 -1.526 1.048
16 C 5.078 3.506 3.717
17 H -4.791 -2.331 -1.383
18 O -3.299 3.240 -2.787
19 C -2.381 -4.407 -1.469
20 C 5.833 2.440 4.150
21 H -2.958 -5.314 -1.525
22 C 3.574 1.621 -0.513
23 C -4.179 -2.686 -2.212
24 H 0.269 -5.162 0.291
25 N -0.753 -2.987 -1.195
26 Y -2.047 0.028 -0.988
27 C 5.990 1.279 3.373
28 N -1.818 -2.236 -1.588
29 H 0.165 -2.579 -1.128
30 C 0.843 2.484 -1.512
31 C -3.254 2.080 -2.480
32 C -4.500 1.293 -2.030
33 H -4.108 -1.880 -2.941
34 H 3.055 -0.753 0.904
35 H 3.461 2.231 -1.405
36 C 1.104 1.251 -0.726
37 N 2.332 0.884 -0.298
38 N -4.099 0.371 -0.955
39 C -1.048 -4.300 -1.141
40 C -2.823 -3.108 -1.756
41 H -5.270 1.979 -1.686
42 H -4.889 0.751 -2.898
43 H 4.386 0.912 -0.657
44 H -4.688 -3.533 -2.666
45 H -0.445 -6.319 -0.830
46 C -4.233 -0.463 1.296
47 H -2.808 0.883 1.867
48 N 3.878 2.473 0.588
49 H -0.222 2.618 -1.676
50 H 5.533 0.251 1.538
51 N -2.810 -0.047 1.458
52 H 6.609 0.476 3.749
53 C -0.036 -5.316 -0.745
54 H 0.390 -1.381 0.952
55 C 4.463 3.384 2.470
56 H -4.834 -0.299 2.189
57 H 1.321 2.437 -2.493
58 O -2.139 1.349 -2.461

[7]
ORCA calculation (wB97M-V/def2-TZVPD) on one molecule with the formula CH3N3O2 in a non-equilibrium geometry.

Results
SMILES string: N/N=N/C(=O)O
Kohn-Sham gap: 8.86 eV
total energy: -9647.1106 eV
HOMO energy: -0.35181 hartree
charge: 0
lowest unoccupied orbital energy: -0.7 eV

CARTESIAN COORDINATES (ANGSTROEM)
1 N 0.173 0.825 0.347
2 O -0.345 -0.681 -2.619
3 N 0.778 0.460 1.442
4 O -1.498 -0.203 -0.396
5 H 0.606 1.032 2.252
6 C -0.170 -0.307 -1.518
7 H 1.502 -0.256 1.443
8 N 0.710 0.249 -0.740
9 H -1.756 -1.120 -0.212

[8]
ORCA calculation (wB97M-V/def2-TZVPD) on one molecule with the formula C2H4N4.

Results
SMILES string: Nc1ncn[nH]1
Kohn-Sham gap: 9.81 eV
total energy: -8099.0311 eV
HOMO energy: -0.32941 hartree
charge: 0
lowest unoccupied orbital energy: 0.8 eV

CARTESIAN COORDINATES (ANGSTROEM)
1 N 0.267 1.085 0.117
2 H 2.482 -1.111 0.216
3 N -1.776 -0.249 -0.266
4 N 1.592 0.782 0.287
5 C -0.410 -0.053 -0.218
6 H 0.094 2.074 -0.027
7 H -2.299 0.269 0.426
8 N 0.432 -1.058 -0.331
9 C 1.618 -0.497 0.024
10 H -2.000 -1.243 -0.227